No. 1
Below is one molecule with the formula C26H30N2O6S in a non-equilibrium geometry, with properties calculated with the ωB97M-V functional and the def2-TZVPD basis.

Output
- calculated total energy (Ha) = -1967.87927
- maximum force (eV Å⁻¹) = 1.2
- LUMO level (eV) = 0.5
- HOMO-LUMO gap (Eh) = 0.3030
- energy above the lowest of the compared OMol25 structures with the same formula, charge and spin (kcal per mole) = 0.0

ORCA input file:
```
! RIJCOSX wB97M-V def2-TZVPD def2/J DEFGRID3
* xyz 0 1
C -0.988 -1.978 2.194
H 0.544 3.055 1.925
C 4.650 1.107 0.973
H -1.322 0.040 2.765
H -2.299 -4.486 2.393
O -2.363 2.224 2.832
C -2.562 -3.136 -1.560
H 1.579 -3.659 -2.461
C -1.247 -4.791 2.408
C -3.373 0.816 -0.308
C -0.033 -0.093 1.046
H -2.133 -3.203 -0.558
C 0.340 -2.338 0.224
H -2.943 3.949 -1.548
H 7.261 0.699 0.733
C -3.042 -0.490 -0.628
C 2.660 1.426 -0.304
O 0.838 -3.248 -0.653
H -4.553 3.425 -1.046
C 3.298 0.962 -1.438
H -2.216 2.366 -3.061
C 0.535 -0.973 0.124
H -3.329 4.795 0.673
H 5.176 1.165 1.915
H 5.126 0.205 -2.245
C -0.077 2.165 2.039
H -1.631 0.050 -3.637
H -3.856 1.006 0.639
C -2.458 1.569 -2.374
C 4.622 0.568 -1.361
H -2.255 -4.009 -2.135
C 6.738 0.186 -0.070
C 1.381 -2.771 -1.862
O -2.072 -2.022 -2.267
H 2.319 -2.228 -1.698
C -3.184 3.713 0.575
H -0.810 -4.531 3.378
N 0.225 1.278 0.936
H 7.259 0.366 -1.007
O -0.526 -4.223 1.344
C -3.096 1.863 -1.174
H -1.597 -2.342 3.006
C -3.482 3.288 -0.865
C -1.555 2.582 1.999
C -0.817 -0.606 2.069
S 0.945 1.934 -0.417
N -1.833 3.368 0.951
H 0.146 1.673 2.989
H 6.774 -0.885 0.135
C -0.412 -2.860 1.300
H -3.844 3.212 1.287
H -1.088 3.585 0.299
H -3.655 -3.111 -1.489
H 1.106 -0.575 -0.693
C -2.127 0.274 -2.707
C 3.326 1.503 0.903
H 0.671 -2.125 -2.386
H -1.184 -5.868 2.262
O 0.873 3.363 -0.243
O 0.391 1.402 -1.623
C -2.421 -0.774 -1.837
H 2.744 0.913 -2.363
H -3.267 -1.274 0.078
C 5.313 0.636 -0.155
H 2.811 1.869 1.777
*
```

---

No. 2
Below is one molecule with the formula C26H30N2O7S in a non-equilibrium geometry, with properties calculated with the ωB97M-V functional and the def2-TZVPD basis.

Output
- calculated total energy (Ha) = -2043.13055
- maximum force (eV Å⁻¹) = 1.0
- LUMO level (eV) = -0.6
- HOMO-LUMO gap (Eh) = 0.2987
- energy above the lowest of the compared OMol25 structures with the same formula, charge and spin (kcal per mole) = 0.0

ORCA input file:
```
! RIJCOSX wB97M-V def2-TZVPD def2/J DEFGRID3
* xyz 0 1
O -1.348 1.704 -2.088
H -5.247 5.734 1.563
O 5.460 1.921 0.968
H -4.885 -5.934 -2.125
C 3.368 1.311 -0.499
O -0.165 -0.693 1.373
H -4.101 3.964 2.434
C -4.941 -0.997 0.781
H -5.563 -0.097 0.758
H 1.063 0.556 -2.833
H 2.992 1.949 1.492
H -4.719 -3.755 0.717
H -3.140 1.748 1.969
H -3.419 0.039 -1.360
O -5.386 5.461 0.648
C 0.634 1.169 -0.817
C -1.267 -0.465 0.926
H -3.362 -5.259 -1.482
N -3.561 -0.610 0.636
C -0.824 1.089 -1.007
H 3.531 0.695 -2.524
C -2.569 -1.107 1.407
H -6.449 -2.198 -0.171
C -4.948 3.674 -0.830
C -4.187 3.533 1.445
H 8.809 -0.861 -0.365
H -4.588 -5.909 -0.365
H 7.953 0.510 0.365
H 7.478 -2.435 1.025
H -5.459 4.229 -1.601
C -4.841 4.235 0.439
C -3.145 0.365 -0.348
H 0.514 1.820 1.221
C -3.755 1.724 -0.081
H -0.656 2.164 -2.583
C -4.602 -3.275 -0.266
O -5.083 -4.121 -1.286
C 1.480 0.872 -1.887
C 7.531 -1.381 1.308
H 6.917 -0.004 -1.801
O -2.703 -1.907 2.306
H -5.029 -1.474 1.761
C -3.646 2.289 1.183
H 4.947 -2.075 0.516
C -5.392 -1.971 -0.309
C 2.851 0.931 -1.722
C -4.440 -5.369 -1.308
H 4.160 -0.624 1.168
O 5.721 1.950 -1.478
C -4.410 2.428 -1.082
C 7.865 -0.540 0.078
H 8.313 -1.272 2.061
S 5.151 1.343 -0.311
H -3.528 -3.081 -0.415
C 6.744 -0.667 -0.952
C 2.543 1.639 0.561
H 6.666 -1.700 -1.310
C -1.646 0.409 -0.177
H -4.495 2.000 -2.069
H 6.257 0.102 2.212
C 5.106 -1.030 0.805
H -5.276 -1.520 -1.296
C 1.171 1.566 0.405
H 5.906 -1.557 2.733
N 5.457 -0.298 -0.396
C 6.187 -0.935 1.882
*
```

---

No. 3
Below is C26H31AsAuN5O3S as an isolated structure, with properties calculated with the ωB97M-V functional and the def2-TZVPD basis.

Output
- calculated total energy (Ha) = -4278.01905
- maximum force (eV Å⁻¹) = 0.9
- LUMO level (eV) = -7.4
- HOMO-LUMO gap (Eh) = 0.2040
- energy above the lowest of the compared OMol25 structures with the same formula, charge and spin (kcal per mole) = 17.9

ORCA input file:
```
! RIJCOSX wB97M-V def2-TZVPD def2/J DEFGRID3
* xyz 2 1
H 4.531 -1.915 1.057
N 3.589 2.635 -1.204
C 2.271 2.666 -0.980
C 1.468 -6.691 -2.403
C 1.260 3.648 -1.503
C -4.875 0.077 1.437
H -1.423 -1.257 3.046
C -0.955 -4.038 -1.225
H -4.122 3.854 -1.528
C -1.498 1.944 3.114
C -3.542 0.322 1.181
H -1.063 4.664 -0.990
C -0.403 -0.908 3.207
H 2.546 -6.643 -2.532
H 1.656 2.505 2.717
S -0.860 -1.352 -0.818
H -2.499 1.583 2.889
H 0.299 -1.643 2.812
H -6.923 0.643 1.132
N -2.059 1.945 -0.069
H -1.022 -6.153 -1.505
O -2.267 -1.351 -1.126
H 1.590 4.093 -2.449
O -0.063 -0.315 -1.508
H 1.243 -7.445 -1.650
C -2.344 2.958 -0.875
H 6.216 1.444 -1.003
C 5.370 0.954 -0.553
H -5.147 -0.779 2.034
H 1.129 4.457 -0.773
H 2.250 -0.945 0.944
C 1.674 -4.205 -2.088
O -0.608 -1.241 0.646
N 1.887 1.652 -0.221
C -1.275 3.754 -1.568
H 1.030 -7.023 -3.341
C 4.090 1.494 -0.594
H -1.612 4.067 -2.566
C 3.115 -0.402 0.585
N -0.037 2.944 -1.640
H -2.761 -0.355 1.513
H 6.462 -0.733 0.128
As -0.158 0.784 2.339
H 1.340 1.520 4.175
H 2.692 -4.267 -2.436
N -3.663 3.161 -0.959
C -4.282 2.209 -0.162
H -0.038 2.347 -2.463
H -1.370 2.961 2.745
C 0.908 -5.365 -2.006
C 1.480 1.496 3.087
H -6.407 2.563 -0.337
H 4.109 3.286 -1.775
H 1.730 -2.078 -1.830
H -0.216 -0.685 4.266
H -1.980 -3.959 -0.906
C -5.898 0.885 0.907
C -0.169 -2.898 -1.307
C 2.995 0.854 -0.003
C -0.412 -5.262 -1.567
Au -0.098 1.557 0.026
C 5.492 -0.266 0.075
C -5.625 1.960 0.088
C -3.260 1.428 0.385
C 1.141 -2.975 -1.746
C 4.383 -0.941 0.619
H 2.327 0.857 2.852
H -1.337 1.917 4.199
*
```

---

Please write out number 2 again, unchanged.
Below is one molecule with the formula C26H30N2O7S in a non-equilibrium geometry, with properties calculated with the ωB97M-V functional and the def2-TZVPD basis.

Output
- calculated total energy (Ha) = -2043.13055
- maximum force (eV Å⁻¹) = 1.0
- LUMO level (eV) = -0.6
- HOMO-LUMO gap (Eh) = 0.2987
- energy above the lowest of the compared OMol25 structures with the same formula, charge and spin (kcal per mole) = 0.0

ORCA input file:
```
! RIJCOSX wB97M-V def2-TZVPD def2/J DEFGRID3
* xyz 0 1
O -1.348 1.704 -2.088
H -5.247 5.734 1.563
O 5.460 1.921 0.968
H -4.885 -5.934 -2.125
C 3.368 1.311 -0.499
O -0.165 -0.693 1.373
H -4.101 3.964 2.434
C -4.941 -0.997 0.781
H -5.563 -0.097 0.758
H 1.063 0.556 -2.833
H 2.992 1.949 1.492
H -4.719 -3.755 0.717
H -3.140 1.748 1.969
H -3.419 0.039 -1.360
O -5.386 5.461 0.648
C 0.634 1.169 -0.817
C -1.267 -0.465 0.926
H -3.362 -5.259 -1.482
N -3.561 -0.610 0.636
C -0.824 1.089 -1.007
H 3.531 0.695 -2.524
C -2.569 -1.107 1.407
H -6.449 -2.198 -0.171
C -4.948 3.674 -0.830
C -4.187 3.533 1.445
H 8.809 -0.861 -0.365
H -4.588 -5.909 -0.365
H 7.953 0.510 0.365
H 7.478 -2.435 1.025
H -5.459 4.229 -1.601
C -4.841 4.235 0.439
C -3.145 0.365 -0.348
H 0.514 1.820 1.221
C -3.755 1.724 -0.081
H -0.656 2.164 -2.583
C -4.602 -3.275 -0.266
O -5.083 -4.121 -1.286
C 1.480 0.872 -1.887
C 7.531 -1.381 1.308
H 6.917 -0.004 -1.801
O -2.703 -1.907 2.306
H -5.029 -1.474 1.761
C -3.646 2.289 1.183
H 4.947 -2.075 0.516
C -5.392 -1.971 -0.309
C 2.851 0.931 -1.722
C -4.440 -5.369 -1.308
H 4.160 -0.624 1.168
O 5.721 1.950 -1.478
C -4.410 2.428 -1.082
C 7.865 -0.540 0.078
H 8.313 -1.272 2.061
S 5.151 1.343 -0.311
H -3.528 -3.081 -0.415
C 6.744 -0.667 -0.952
C 2.543 1.639 0.561
H 6.666 -1.700 -1.310
C -1.646 0.409 -0.177
H -4.495 2.000 -2.069
H 6.257 0.102 2.212
C 5.106 -1.030 0.805
H -5.276 -1.520 -1.296
C 1.171 1.566 0.405
H 5.906 -1.557 2.733
N 5.457 -0.298 -0.396
C 6.187 -0.935 1.882
*
```

---

Copy entry 2 word for word.
Below is one molecule with the formula C26H30N2O7S in a non-equilibrium geometry, with properties calculated with the ωB97M-V functional and the def2-TZVPD basis.

Output
- calculated total energy (Ha) = -2043.13055
- maximum force (eV Å⁻¹) = 1.0
- LUMO level (eV) = -0.6
- HOMO-LUMO gap (Eh) = 0.2987
- energy above the lowest of the compared OMol25 structures with the same formula, charge and spin (kcal per mole) = 0.0

ORCA input file:
```
! RIJCOSX wB97M-V def2-TZVPD def2/J DEFGRID3
* xyz 0 1
O -1.348 1.704 -2.088
H -5.247 5.734 1.563
O 5.460 1.921 0.968
H -4.885 -5.934 -2.125
C 3.368 1.311 -0.499
O -0.165 -0.693 1.373
H -4.101 3.964 2.434
C -4.941 -0.997 0.781
H -5.563 -0.097 0.758
H 1.063 0.556 -2.833
H 2.992 1.949 1.492
H -4.719 -3.755 0.717
H -3.140 1.748 1.969
H -3.419 0.039 -1.360
O -5.386 5.461 0.648
C 0.634 1.169 -0.817
C -1.267 -0.465 0.926
H -3.362 -5.259 -1.482
N -3.561 -0.610 0.636
C -0.824 1.089 -1.007
H 3.531 0.695 -2.524
C -2.569 -1.107 1.407
H -6.449 -2.198 -0.171
C -4.948 3.674 -0.830
C -4.187 3.533 1.445
H 8.809 -0.861 -0.365
H -4.588 -5.909 -0.365
H 7.953 0.510 0.365
H 7.478 -2.435 1.025
H -5.459 4.229 -1.601
C -4.841 4.235 0.439
C -3.145 0.365 -0.348
H 0.514 1.820 1.221
C -3.755 1.724 -0.081
H -0.656 2.164 -2.583
C -4.602 -3.275 -0.266
O -5.083 -4.121 -1.286
C 1.480 0.872 -1.887
C 7.531 -1.381 1.308
H 6.917 -0.004 -1.801
O -2.703 -1.907 2.306
H -5.029 -1.474 1.761
C -3.646 2.289 1.183
H 4.947 -2.075 0.516
C -5.392 -1.971 -0.309
C 2.851 0.931 -1.722
C -4.440 -5.369 -1.308
H 4.160 -0.624 1.168
O 5.721 1.950 -1.478
C -4.410 2.428 -1.082
C 7.865 -0.540 0.078
H 8.313 -1.272 2.061
S 5.151 1.343 -0.311
H -3.528 -3.081 -0.415
C 6.744 -0.667 -0.952
C 2.543 1.639 0.561
H 6.666 -1.700 -1.310
C -1.646 0.409 -0.177
H -4.495 2.000 -2.069
H 6.257 0.102 2.212
C 5.106 -1.030 0.805
H -5.276 -1.520 -1.296
C 1.171 1.566 0.405
H 5.906 -1.557 2.733
N 5.457 -0.298 -0.396
C 6.187 -0.935 1.882
*
```